A molecular structure, C17H18N6O4Pb, computed with ωB97M-V/def2-TZVPD.

The geometry in XYZ format:
```
46
C17H18N6O4Pb ωB97M-V/def2-TZVPD
Pb -0.2429 -0.0561 0.2725
N -3.7195 3.0116 -0.2577
C -2.5050 2.8064 0.2736
N -2.2462 1.5216 0.2718
C -3.3582 0.9517 -0.2775
N -4.2681 1.8515 -0.6054
C -3.4931 -0.4674 -0.5216
C -4.6278 -0.9881 -1.1536
N -4.7617 -2.2751 -1.4011
C -3.7515 -3.0682 -1.0523
C -2.6027 -2.5672 -0.4624
N -2.4753 -1.2744 -0.1827
H -4.2196 3.8727 -0.4114
H -1.8572 3.5756 0.6377
H -5.4204 -0.3249 -1.4680
H -3.8657 -4.1201 -1.2712
H -1.7615 -3.1968 -0.2089
C -0.7789 -0.3102 5.0431
C -1.1930 -0.3647 3.5660
C -1.9763 -1.6516 3.3164
C 0.0345 -0.2634 2.6637
H -1.6566 -0.3481 5.6881
H -0.2313 0.6041 5.2583
H -0.1381 -1.1549 5.2848
H -1.8538 0.4873 3.3701
H -1.3383 -2.5187 3.4712
H -2.3551 -1.6809 2.2981
H -2.8204 -1.7272 3.9993
H 0.6725 -1.1280 2.8378
H 0.6106 0.6127 2.9539
O 1.9654 -1.0968 -0.5249
C 2.4213 0.0416 -0.7695
O 1.9169 1.1035 -0.3345
C 3.5759 0.1626 -1.7311
C 4.2840 -0.9545 -2.1632
C 5.2573 -0.8370 -3.1437
C 5.5173 0.3915 -3.7195
C 4.7999 1.5034 -3.2896
C 3.8442 1.4041 -2.2889
N 5.0244 2.7731 -3.9283
O 6.0178 2.8933 -4.6177
O 4.1980 3.6453 -3.7549
H 4.0405 -1.9108 -1.7300
H 5.7922 -1.7089 -3.4878
H 6.2507 0.5100 -4.5025
H 3.2949 2.2706 -1.9469
```

Summary:
Highest occupied orbital energy ... -7.238 eV
Max |F| ... 0.0293 Eh/bohr
Lowest unoccupied orbital energy ... -0.813 eV
Charge ... 0

A molecular structure, C11H26AuN3O3SSe2, computed with ωB97M-V/def2-TZVPD.

The geometry in XYZ format:
```
47
C11H26AuN3O3SSe2 ωB97M-V/def2-TZVPD
Au -0.3664 -0.2135 -0.2535
C -0.2871 -1.3523 2.7245
N -0.2078 -0.0668 2.0192
C -1.2889 0.7959 2.5268
C 1.0902 0.5908 2.2949
C 2.2919 -0.0926 1.6541
N 2.2550 -0.0213 0.2013
C 2.6642 1.2857 -0.2912
C 3.0310 -1.0758 -0.4279
H -0.1227 -1.1936 3.7966
H 0.4562 -2.0511 2.3486
H -1.2692 -1.7908 2.5703
H -1.1691 0.9420 3.6062
H -2.2468 0.3145 2.3364
H -1.2599 1.7529 2.0139
H 1.2322 0.6152 3.3835
H 1.0039 1.6207 1.9491
H 2.3190 -1.1436 1.9457
H 3.2072 0.3694 2.0566
H 3.7250 1.4840 -0.0763
H 2.0546 2.0706 0.1519
H 2.5133 1.3268 -1.3708
H 4.0975 -1.0188 -0.1646
H 2.9320 -0.9927 -1.5108
H 2.6402 -2.0488 -0.1275
O 0.3622 -2.9801 -4.6408
C -0.0588 -3.3337 -3.3215
C -1.4630 -2.7895 -3.0982
C -2.4689 -3.5143 -4.0211
O -2.2889 -3.2764 -5.3985
C -1.5612 -1.2930 -3.3695
Se -0.1423 -0.1684 -2.6657
C -1.9258 -3.0902 -1.6712
Se -0.7617 -2.6263 -0.1689
H 1.3083 -3.1257 -4.7177
H 0.6261 -2.9250 -2.5757
H -0.0820 -4.4262 -3.2154
H -3.4799 -3.1722 -3.7822
H -2.4241 -4.5901 -3.7968
H -1.3405 -3.3161 -5.5834
H -2.5033 -0.9068 -2.9788
H -1.5438 -1.0975 -4.4416
H -2.0668 -4.1665 -1.5424
H -2.8907 -2.6121 -1.5044
O -1.4863 4.0552 -0.8174
S -1.3690 2.6373 -1.1164
N -0.5182 1.8511 -0.1747
```

Summary:
Highest occupied orbital energy ... -8.072 eV
Max |F| ... 0.0131 Eh/bohr
Lowest unoccupied orbital energy ... -0.942 eV
Charge ... 0

A molecular structure, C20H17Co2O8S, computed with ωB97M-V/def2-TZVPD.

The geometry in XYZ format:
```
48
C20H17Co2O8S ωB97M-V/def2-TZVPD
C 5.3678 -0.9065 -4.4264
O 5.0539 -1.3291 -3.0680
C 4.1620 -0.6042 -2.3347
C 3.9256 -1.0537 -1.0115
C 3.0252 -0.3957 -0.2013
C 2.2965 0.7220 -0.6457
C 1.3091 1.3388 0.3244
C 0.4983 2.4238 -0.1652
S -0.4379 3.4514 0.8519
C 0.1861 5.1694 0.5982
C -1.9221 3.5694 -0.2156
O 1.2127 0.8986 1.4875
C 2.5418 1.1710 -1.9611
C 3.4548 0.5282 -2.8087
H 6.1459 -1.6095 -4.7454
H 4.4784 -0.9735 -5.0805
H 5.7608 0.1254 -4.4398
H 4.4642 -1.9274 -0.6556
H 2.8724 -0.7605 0.8101
H 0.8589 3.0037 -1.0170
H -0.5204 5.8412 1.1015
H 1.1713 5.2495 1.0692
H 0.2443 5.3865 -0.4727
H -2.6455 4.2467 0.2557
H -1.5821 3.9412 -1.1875
H -2.3227 2.5548 -0.2913
H 2.0098 2.0387 -2.3500
H 3.6301 0.8581 -3.8395
O -4.6686 -4.7350 4.5008
C -4.0300 -3.9389 3.9611
Co -3.0724 -2.6607 3.1970
C -1.4066 -3.2345 3.1266
O -0.3043 -3.5901 3.1529
C -2.9398 -1.6324 4.6081
O -2.8760 -0.9071 5.5103
C -3.5567 -1.2322 1.8455
C -2.5924 -0.6527 1.0443
C -1.7800 0.3937 0.8074
Co -3.0885 -2.3242 0.5252
C -1.4123 -2.8164 0.2671
O -0.3768 -3.2650 0.0280
C -3.8179 -3.9790 0.9268
O -4.2897 -5.0316 0.9046
C -3.6327 -2.1155 -1.1678
O -3.9774 -2.0387 -2.2725
H -4.5490 -0.8185 2.0182
H -1.0209 0.3056 0.0228
H -1.8473 1.3149 1.4126
```

Summary:
Highest occupied orbital energy ... -4.151 eV
Max |F| ... 0.1015 Eh/bohr
Lowest unoccupied orbital energy ... 1.980 eV
Charge ... -1

A gas-phase ion, C3H4F3N2O4S2 (charge -1), computed with ωB97M-V/def2-TZVPD.

The geometry in XYZ format:
```
18
C3H4F3N2O4S2 ωB97M-V/def2-TZVPD
C -1.3766 -0.3051 0.9842
C 2.0093 -1.2192 -0.3152
C 3.1782 -0.5307 -1.0169
N -2.0986 -0.8696 0.1393
N -1.7014 0.9140 1.5855
O -0.1476 -0.7508 1.3703
O 2.2073 -0.1713 2.1403
O -2.4305 -2.7991 -1.4594
O -0.4475 -1.4863 -1.7987
F 4.1589 -0.1074 -0.1547
F 3.6862 -1.3982 -1.8819
F 2.7132 0.4716 -1.7917
S 1.3345 -0.0335 1.0369
S -1.2707 -2.2180 -0.8205
H 2.0267 -2.2607 -0.0153
H 1.1944 -1.1147 -1.1931
H -2.6399 1.1407 1.5204
H -1.2980 1.1552 2.6142
```

Summary:
Highest occupied orbital energy ... -4.122 eV
Max |F| ... 0.0937 Eh/bohr
Lowest unoccupied orbital energy ... 3.063 eV
Charge ... -1

A single C7H12 molecule, computed with ωB97M-V/def2-TZVPD.

The geometry in XYZ format:
```
19
C7H12 ωB97M-V/def2-TZVPD
C 0.4043 2.9738 1.4115
C 0.9265 2.0057 0.3529
C 0.1763 0.6754 0.3509
C 0.7123 -0.2969 -0.7085
C -0.0672 -1.5372 -0.7945
C -0.7378 -2.5366 -0.8706
C -1.5541 -3.7475 -0.9785
H -0.6650 3.1708 1.2697
H 0.5345 2.5627 2.4194
H 0.9299 3.9338 1.3711
H 0.8425 2.4665 -0.6412
H 1.9975 1.8221 0.5169
H -0.8910 0.8532 0.1659
H 0.2449 0.2051 1.3408
H 0.7068 0.1966 -1.6903
H 1.7622 -0.5353 -0.4914
H -2.3862 -3.7235 -0.2670
H -0.9606 -4.6444 -0.7725
H -1.9756 -3.8445 -1.9848
```

Summary:
Highest occupied orbital energy ... -9.343 eV
Max |F| ... 0.0099 Eh/bohr
SMILES ... CC#CCCCC
Lowest unoccupied orbital energy ... 1.087 eV
Charge ... 0

3 unconnected molecules or ions with the total composition C19H24F16N2O4, computed with ωB97M-V/def2-TZVPD.

The geometry in XYZ format:
```
65
C19H24F16N2O4 ωB97M-V/def2-TZVPD
C 2.6780 3.5460 0.6599
C 3.1520 2.4136 1.7953
N 3.0329 2.6477 3.1568
C 3.7483 0.9211 1.3343
C 2.4885 0.1345 0.6392
C 1.5487 -0.8051 1.6223
C 0.5706 -1.4297 0.4207
C -0.9583 -0.8594 0.5748
C -1.1491 0.7296 0.2192
O -2.4646 1.1670 0.7932
N 1.2942 -1.3361 -0.9046
C 2.7214 -0.7887 -0.6954
O 3.8283 -0.9773 -1.4183
H 1.4862 3.5249 0.5953
H 3.0890 4.6246 0.9133
H 3.0598 3.1304 -0.3770
H 3.3454 1.8228 3.7147
H 4.7131 0.9965 0.6764
H 4.0278 0.2971 2.3127
H 1.7289 0.9475 0.2750
H 2.1076 -1.6019 2.2979
H 1.0074 0.0330 2.2763
H 0.4978 -2.6042 0.6180
H -1.7540 -1.4808 -0.0336
H -1.2622 -0.9816 1.7225
H -0.3484 1.4436 0.7199
H -1.1915 0.9071 -0.9425
H -2.2868 1.3027 1.7790
H 0.7317 -0.7853 -1.6032
C -0.9908 -7.2289 -1.5096
C -1.0106 -8.4607 -0.5913
C -1.5880 -8.2144 0.7974
F -0.8740 -7.3025 1.4959
F -1.5662 -9.3580 1.5338
F 0.2419 -8.9861 -0.5210
F -1.7769 -9.4137 -1.2100
O 0.2528 -6.5273 -1.5901
C 0.4741 -5.5581 -0.5668
C 1.6855 -5.8916 0.3138
F 1.5308 -7.0883 0.9375
F 1.8495 -4.9638 1.2928
F -0.6644 -5.3878 0.1436
F 0.6894 -4.3813 -1.2158
H -1.1570 -7.5999 -2.5287
H -1.8338 -6.5530 -1.3253
H -2.6267 -7.8775 0.7424
H 2.6026 -5.9364 -0.2783
C -2.6236 6.9202 -0.0345
C -3.5688 6.1591 -0.9770
C -3.3658 4.6488 -1.0040
F -2.1317 4.3044 -1.4372
F -4.2455 4.0637 -1.8609
F -3.4814 6.6931 -2.2248
F -4.8484 6.4109 -0.5560
O -1.4783 7.5201 -0.6460
C -0.3515 6.6600 -0.8069
C 0.0246 6.4447 -2.2788
F -0.9974 5.8823 -2.9748
F 1.0825 5.6000 -2.3954
F -0.5726 5.5021 -0.1435
F 0.6747 7.2734 -0.1567
H -3.1959 7.7704 0.3573
H -2.3578 6.3380 0.8553
H -3.5252 4.2082 -0.0162
H 0.2812 7.3903 -2.7622
```

Summary:
Highest occupied orbital energy ... -9.514 eV
Max |F| ... 0.1680 Eh/bohr
SMILES ... [H]/N=C(/C)C[C@@H]1C[C@@H](CCO)NC1=O.FC(F)C(F)(F)COC(F)(F)C(F)F.FC(F)C(F)(F)COC(F)(F)C(F)F
Lowest unoccupied orbital energy ... 0.246 eV
Charge ... 0